[1]
{"formula": "C22H66B2CoN2O10", "method": "ωB97M-V/def2-TZVPD", "elements": ["O", "H", "C", "B", "C", "H", "O", "C", "H", "H", "H", "H", "O", "H", "H", "C", "H", "O", "H", "O", "H", "N", "C", "C", "H", "H", "H", "H", "B", "H", "H", "H", "C", "H", "H", "H", "H", "C", "C", "H", "H", "H", "C", "O", "H", "H", "C", "H", "H", "H", "O", "C", "H", "H", "H", "C", "H", "H", "N", "H", "O", "C", "H", "H", "H", "H", "C", "H", "H", "H", "H", "H", "H", "H", "Co", "H", "O", "H", "H", "H", "H", "C", "H", "C", "C", "H", "C", "H", "C", "H", "H", "H", "H", "H", "H", "H", "H", "O", "H", "H", "C", "C", "H"], "positions_angstrom": [[-3.71, -0.17, -1.58], [0.12, 5.13, 0.64], [3.11, 2.56, 1.81], [-0.85, 0.04, -1.67], [-1.99, 2.88, -4.56], [6.12, 0.24, 4.93], [-0.10, 2.50, -5.92], [2.23, 2.74, 0.59], [4.79, -0.07, 2.95], [-7.74, -1.53, 3.75], [1.73, 1.94, -6.00], [-3.80, 0.00, 2.59], [4.01, 0.55, 4.68], [-2.43, 2.10, -5.18], [-1.43, 0.94, -1.54], [0.36, 4.38, -4.59], [1.72, -1.90, 0.23], [-5.79, -1.63, 2.94], [-6.75, -2.77, 4.48], [4.32, -1.20, 0.15], [4.16, 2.40, 1.60], [2.37, 1.84, 2.90], [5.16, 0.09, 5.42], [-4.59, -1.43, 0.23], [3.62, -2.83, 2.04], [-1.10, -0.36, -2.65], [-0.56, -2.52, 3.54], [4.79, -3.86, 1.11], [-0.79, 0.73, 1.42], [-3.61, 1.36, -2.96], [-1.43, 0.95, 2.26], [-4.29, -2.97, 2.97], [-0.79, 3.57, -5.35], [1.05, 4.38, -0.78], [-5.36, -0.71, 0.51], [-0.02, 1.84, -5.23], [-2.44, -1.08, 2.78], [0.42, 4.23, 0.10], [3.19, 1.18, -5.11], [-3.29, -0.30, -3.62], [5.05, -0.91, 5.85], [3.28, 0.36, -5.82], [-3.45, -1.01, 2.36], [0.96, 3.25, 1.05], [5.28, 0.75, 6.29], [-4.93, -2.43, 0.49], [2.30, -2.18, -0.65], [3.65, -1.16, 3.70], [2.77, 1.94, 3.82], [3.04, -4.15, 1.15], [0.99, 0.14, -4.34], [-0.02, -3.18, 2.85], [-6.45, -1.04, 4.69], [-1.52, 2.27, -3.78], [-0.45, 3.74, -0.34], [-6.71, -1.81, 3.97], [-4.18, -1.87, 4.24], [0.44, 0.04, -3.56], [-3.30, -1.15, 0.93], [0.19, 0.24, -1.49], [0.10, -4.52, 3.54], [-3.84, 0.30, -2.89], [-3.85, -2.20, -1.80], [0.06, 5.20, -3.94], [-1.20, -0.69, -0.96], [1.09, 3.76, -4.07], [-0.59, -3.34, 1.45], [2.20, 1.47, -3.27], [0.22, 0.70, 1.80], [2.30, -1.34, -1.33], [-0.87, 1.54, 0.72], [2.88, 0.09, 1.69], [-1.74, -4.69, 2.01], [-0.85, -2.34, 1.13], [-2.37, 0.44, -0.11], [1.01, -2.84, 2.84], [2.66, 2.15, -5.90], [0.06, -3.82, 0.70], [-2.72, 3.52, -4.08], [4.22, 1.32, -4.79], [-1.19, 4.19, -6.15], [3.82, -0.11, 3.45], [-1.06, -0.26, 1.09], [3.81, -3.38, 1.12], [3.79, -2.46, -0.16], [2.01, 1.82, 0.04], [2.56, 0.33, 2.71], [0.92, 5.00, -5.30], [2.33, 0.62, -3.95], [1.72, -0.19, 3.18], [-2.97, -2.10, 1.03], [-0.62, -4.59, 4.18], [-4.82, 0.24, -3.36], [1.80, -3.08, -1.01], [-5.44, -1.52, -1.59], [3.27, 3.52, 2.31], [4.23, -2.79, -1.10], [-1.92, -3.91, 1.47], [2.76, 3.47, -0.03], [2.69, -0.22, -3.37], [-4.42, -1.91, 3.18], [-4.39, -1.39, -1.32], [5.04, -1.06, -0.48]], "lowdin_charge": [-0.27, 0.08, -0.20, -0.39, -0.04, 0.08, -0.09, -0.20, 0.12, 0.09, 0.05, 0.13, -0.21, 0.08, -0.03, -0.03, 0.06, -0.21, 0.09, -0.06, 0.11, -0.01, -0.09, -0.13, 0.06, -0.01, 0.12, 0.07, -0.40, 0.08, -0.02, 0.12, -0.40, 0.07, 0.13, 0.05, 0.11, -0.07, -0.29, 0.11, 0.08, 0.11, -0.19, -0.21, 0.08, 0.13, -0.04, 0.10, 0.08, 0.07, -0.10, -0.15, 0.09, 0.06, 0.07, -0.12, 0.12, 0.00, -0.08, 0.00, -0.09, -0.09, 0.14, 0.06, -0.03, 0.06, -0.20, 0.11, -0.02, 0.06, -0.02, 0.10, 0.07, 0.09, 0.75, 0.10, -0.04, 0.12, 0.07, 0.12, 0.13, -0.25, -0.06, -0.02, -0.43, 0.12, -0.17, 0.07, -0.17, 0.10, 0.08, 0.07, 0.10, 0.07, 0.13, 0.11, 0.13, -0.08, 0.11, 0.10, -0.18, -0.14, 0.09], "charge": 0, "orbital_gap_ev": [8.1, 7.9], "spin_multiplicity": 4, "s_squared": 3.758, "lumo_ev": [0.1, -0.1]}

=====

[2]
{"formula": "C22H66O11S11", "method": "ωB97M-V/def2-TZVPD", "elements": ["H", "O", "H", "C", "C", "H", "H", "H", "H", "H", "H", "H", "C", "H", "H", "S", "H", "H", "H", "H", "H", "H", "C", "S", "H", "H", "H", "O", "C", "H", "H", "O", "H", "O", "H", "H", "C", "H", "H", "O", "S", "H", "H", "H", "S", "H", "H", "H", "S", "C", "C", "H", "C", "H", "H", "H", "H", "S", "C", "H", "S", "O", "H", "H", "H", "H", "H", "H", "C", "H", "C", "C", "O", "S", "H", "H", "S", "H", "C", "H", "O", "C", "H", "H", "H", "H", "H", "C", "C", "H", "C", "C", "H", "H", "O", "H", "C", "H", "O", "H", "S", "H", "H", "H", "H", "S", "O", "C", "H", "C"], "positions_angstrom": [[-4.35, 3.54, 4.50], [4.17, -4.67, -2.87], [2.76, -0.27, -0.39], [0.84, 3.51, 2.35], [1.95, -4.44, -1.61], [3.54, -0.40, 6.73], [3.61, 4.32, 0.23], [2.48, 2.70, -1.67], [2.47, -4.55, -0.67], [6.24, -1.44, 0.00], [0.09, 3.15, 1.62], [-5.34, 2.89, 3.22], [-3.97, 4.75, 1.43], [-1.79, 1.34, 1.29], [-3.50, 3.76, 1.39], [-1.21, 1.23, -4.25], [-0.31, -3.53, 3.05], [-0.22, -0.88, -4.01], [5.93, -3.01, -0.52], [-1.53, -5.55, -1.49], [-4.98, 4.67, 1.85], [-3.90, 8.18, 2.27], [0.12, -0.94, -1.08], [-0.23, 0.70, -0.48], [5.10, 0.88, -3.88], [1.51, -2.61, -3.98], [-3.98, -3.57, 2.14], [-1.87, -3.26, -0.15], [-1.13, -0.53, -4.18], [4.25, 2.47, -1.91], [1.09, -3.88, -1.40], [0.98, 1.35, 0.17], [-1.55, -3.14, -2.70], [-2.58, 1.99, 3.55], [-5.15, 7.18, 1.40], [-0.65, -1.29, -1.74], [-1.19, 0.43, 0.97], [-2.16, -7.18, -2.15], [-3.84, -0.31, 2.50], [-1.43, 1.65, -2.80], [4.22, -1.83, 0.97], [0.42, -3.31, 1.29], [2.37, -1.33, 5.95], [-0.71, 0.08, 2.01], [2.85, 1.06, -3.47], [-3.38, 2.08, -4.76], [4.25, 0.61, 0.25], [1.07, -0.87, -1.58], [-3.17, 6.06, 2.22], [2.63, 4.45, 0.62], [-5.00, 2.68, 4.26], [0.11, -1.68, -0.34], [3.53, -0.24, 0.40], [-5.42, -0.01, 3.26], [-4.18, 5.13, 0.39], [0.70, 0.28, 4.48], [-1.90, -3.21, -4.56], [-3.81, 1.39, 4.20], [4.37, 1.25, -4.49], [0.72, 4.54, 2.49], [-1.84, -4.01, 1.20], [3.28, 3.51, 3.06], [1.61, -5.45, -2.00], [3.00, -2.91, -4.81], [-2.60, -3.30, 3.33], [-1.83, -0.91, -3.39], [1.42, -1.08, 3.56], [-2.86, 0.91, -5.89], [-1.52, -3.73, -3.68], [1.94, -4.31, -4.54], [2.79, -0.31, 6.00], [-1.66, -6.24, -2.37], [-3.83, -4.98, -3.45], [2.48, 3.10, 1.85], [-2.98, -2.18, 2.13], [3.13, 3.40, -2.93], [3.13, -3.55, -2.59], [2.75, 0.10, 1.10], [-2.96, -3.22, 2.31], [1.87, 4.52, -0.10], [4.08, -0.66, 3.81], [5.43, -2.08, -0.31], [-1.40, -0.92, -5.14], [-2.00, -0.29, 0.81], [1.20, 0.42, 2.86], [5.04, -1.59, -1.21], [-3.71, 7.57, 0.53], [3.23, 2.42, -2.38], [-4.09, 7.39, 1.53], [-5.82, 2.41, 4.91], [-2.88, 1.12, -4.85], [1.48, 0.00, 3.79], [2.04, 0.34, 6.32], [4.49, 2.26, -4.82], [-3.84, 6.14, 3.61], [-4.80, 1.11, 2.01], [-4.53, 0.46, 2.93], [-3.44, 0.38, -4.40], [2.91, -0.36, -2.90], [-0.43, -3.71, -3.95], [-2.36, -5.30, -3.77], [-0.68, -6.46, -2.74], [2.69, 5.29, 1.32], [0.55, 2.82, 3.20], [4.34, 0.68, -5.39], [3.07, 0.27, 4.42], [3.12, -2.84, 0.67], [-0.46, -3.23, 2.01], [-0.66, -2.15, 2.09], [2.26, -3.35, -4.09]], "lowdin_charge": [0.06, -0.56, 0.02, -0.27, -0.26, 0.05, 0.03, 0.01, 0.02, 0.04, 0.05, 0.05, -0.31, 0.04, 0.05, 0.88, 0.07, -0.02, 0.06, 0.04, 0.05, 0.06, -0.23, 0.89, 0.02, 0.00, 0.06, -0.57, -0.30, 0.09, 0.01, -0.60, 0.06, -0.56, 0.07, 0.02, -0.29, 0.06, 0.04, -0.61, 0.87, 0.07, 0.08, 0.09, 0.86, 0.06, 0.08, 0.03, 0.84, -0.23, -0.27, 0.01, -0.26, 0.04, 0.07, 0.06, 0.03, 0.81, -0.22, 0.03, 0.88, -0.56, 0.09, 0.08, 0.07, 0.08, 0.07, 0.04, -0.29, 0.07, -0.28, -0.25, -0.58, 0.80, 0.01, 0.08, 0.83, 0.00, -0.28, 0.04, -0.55, -0.28, 0.06, 0.03, 0.00, 0.03, 0.05, -0.30, -0.29, 0.06, -0.26, -0.28, 0.03, 0.05, -0.58, 0.10, -0.30, 0.04, -0.58, 0.04, 0.84, 0.02, 0.06, 0.07, 0.04, 0.81, -0.59, -0.28, 0.03, -0.31], "charge": 0, "orbital_gap_ev": 8.1, "e_above_lowest_kcal_mol": 137.42, "lumo_ev": 0.1}

=====

Max |F| readings, ordered: 4.967 4.149 eV/A